Record 1
{"formula": "CHNO3P", "method": "ωB97M-V/def2-TZVPD", "de_lowest_kcal_mol": 12.46, "mol_weight_g_mol": 106.0, "max_force_ev_per_a": 3.644, "e_tot_ha": -660.641315, "total_charge": -1, "homo_lumo_gap_ha": 0.3031, "symbols": ["C", "N", "O", "O", "O", "P", "H"], "positions_angstrom": [[1.650, -0.236, -0.161], [-0.524, -0.299, 0.409], [1.595, 0.324, -1.166], [2.223, -0.695, 0.763], [-2.840, 0.588, -0.395], [-1.371, 0.381, -0.830], [-0.734, -0.065, 1.381]], "forces_ev_per_angstrom": [[0.5, -0.4, 2.3], [0.8, 1.2, -1.7], [-0.3, 0.8, -2.3], [-0.4, -0.4, 0.2], [1.7, 0.3, -1.0], [-1.8, -1.2, 2.9], [-0.4, -0.4, -0.3]]}

=====

Record 2
{"formula": "CHNO4", "method": "ωB97M-V/def2-TZVPD", "de_lowest_kcal_mol": 249.16, "mol_weight_g_mol": 91.0, "max_force_ev_per_a": 3.506, "e_tot_ha": -393.965821, "homo_lumo_gap_ha": [0.3227, 0.2648], "symbols": ["C", "N", "O", "O", "O", "O", "H"], "positions_angstrom": [[-0.940, 0.045, -0.787], [0.063, -0.532, -1.087], [-0.488, 0.809, 1.318], [1.204, -0.833, -0.495], [0.847, 0.742, 1.151], [1.233, -0.615, 0.880], [-1.918, 0.384, -0.981]], "forces_ev_per_angstrom": [[1.4, 0.6, 3.2], [-1.1, 0.0, -1.1], [-0.9, -1.1, -1.9], [1.0, 0.1, -0.5], [0.7, 0.8, -0.4], [-0.6, -0.5, 1.3], [-0.6, 0.2, -0.5]]}

=====

Record 3
{"formula": "CHNO4", "method": "ωB97M-V/def2-TZVPD", "de_lowest_kcal_mol": 89.10, "mol_weight_g_mol": 91.0, "spin_multiplicity": 3, "s2": 2.02, "max_force_ev_per_a": 8.852, "e_tot_ha": -394.092738, "homo_lumo_gap_ha": [0.3215, 0.2291], "symbols": ["C", "N", "O", "O", "O", "O", "H"], "positions_angstrom": [[-0.879, 0.898, -0.235], [0.898, -0.931, 0.303], [0.197, 0.382, 0.452], [-1.131, 2.037, -0.043], [0.250, -1.755, -0.220], [1.988, -0.889, 0.742], [-1.322, 0.258, -0.998]], "forces_ev_per_angstrom": [[1.1, 0.0, -0.6], [-3.0, 8.2, 1.6], [0.5, -0.5, 0.6], [-0.6, 0.2, 0.1], [-3.7, -6.6, -3.6], [5.9, -0.9, 1.8], [-0.2, -0.3, 0.1]]}

=====

Record 4
{"formula": "CHNO4S", "method": "ωB97M-V/def2-TZVPD", "de_lowest_kcal_mol": 28.99, "mol_weight_g_mol": 123.1, "max_force_ev_per_a": 5.209, "e_tot_ha": -792.551360, "total_charge": -2, "homo_lumo_gap_ha": 0.1260, "symbols": ["C", "N", "O", "O", "O", "O", "S", "H"], "positions_angstrom": [[-1.762, 0.926, 0.089], [-1.710, 1.876, -0.576], [-1.988, -2.099, -0.441], [-1.940, 0.047, 0.977], [-2.434, -2.088, 1.959], [-4.033, -1.148, 0.447], [-2.630, -1.438, 0.703], [16.498, 3.924, -3.158]], "forces_ev_per_angstrom": [[-0.6, 1.6, -0.9], [0.4, -0.7, 0.1], [0.3, 1.6, 1.2], [1.2, 0.2, 0.9], [0.9, 0.3, 0.8], [0.7, 0.8, 0.0], [-2.8, -3.9, -2.0], [0.0, 0.0, 0.0]]}